No. 1
The following is a quantum chemistry calculation of a structure of composition C4H3Br2F, from OMol25.

Output
2S+1	3
energy	-146994.2679	eV
F_max	6.75	eV Å⁻¹

Last column: natural (NBO) charge in e.
CARTESIAN COORDINATES (ANGSTROEM)
C 1.9753 0.1324 0.0010  -0.34
C 0.6820 -0.3426 0.1063  -0.32
C -0.5374 0.3847 -0.0764  0.29
C -1.7994 -0.1881 0.0159  -0.26
F -0.4635 1.7297 0.0722  -0.31
Br -3.2543 1.0190 0.0024  0.16
Br -2.2015 -2.0243 -0.0458  0.17
H 2.9311 -0.4051 0.1614  0.20
H 2.2573 1.0366 -0.6645  0.19
H 0.4105 -1.3424 0.4275  0.22

=====

No. 2
The following is a quantum chemistry calculation of a structure of composition C4H3BrO2, from OMol25.

Output
2S+1	1
energy	-78331.8965	eV
F_max	3.42	eV Å⁻¹

Last column: natural (NBO) charge in e.
CARTESIAN COORDINATES (ANGSTROEM)
C -0.3887 -0.6992 -0.5076  -0.48
C -0.2044 0.6286 -0.3942  0.26
C 0.6350 -1.5141 0.0847  0.59
C 1.6564 0.0248 0.7213  -0.09
O 0.8565 1.0638 0.2833  -0.48
O 0.7003 -2.7306 0.0925  -0.51
Br 3.3942 0.0927 -0.1046  0.03
H -1.2107 -1.1576 -1.0205  0.25
H -0.8325 1.4079 -0.7948  0.21
H 1.7598 -0.0156 1.8009  0.21

=====

No. 3
The following is a quantum chemistry calculation of a structure of composition C4H3CaO4, from OMol25.

Output
2S+1	2
energy	-30802.6123	eV
F_max	6.10	eV Å⁻¹
charge	+2

Last column: natural (NBO) charge in e.
CARTESIAN COORDINATES (ANGSTROEM)
C 2.7807 0.5701 0.4267  0.80
C 1.3501 1.6052 -2.1168  -0.13
O 2.2661 1.4880 0.9749  -0.46
O 2.9947 0.3087 -0.8354  -0.48
C 1.9506 0.3893 -1.7846  -0.05
H 1.1581 1.8020 -3.1723  0.25
H 1.4432 2.4745 -1.4649  0.25
H 2.1687 -0.3353 -2.5725  0.24
O -0.7849 -1.4180 -0.8197  -0.87
Ca -2.2289 -2.7869 -0.1037  1.94
C -0.3465 -0.4156 -1.2894  0.98
O -0.6631 0.6610 -1.7122  -0.47

=====

No. 4
The following is a quantum chemistry calculation of the molecule C4H3Cl2N, from OMol25.

Output
2S+1	1
energy	-30725.1203	eV
F_max	4.89	eV Å⁻¹

Last column: natural (NBO) charge in e.
CARTESIAN COORDINATES (ANGSTROEM)
C 1.5123 -0.3713 0.0129  -0.41
C 0.6155 0.7000 -0.0504  0.07
C 1.0042 -1.5802 -0.2677  -0.07
C -1.5997 1.1928 -0.4254  0.06
N -0.6667 0.5337 0.3047  -0.64
Cl -0.4381 -2.2596 0.1056  0.08
Cl -3.1061 0.6615 0.1002  0.00
H 2.6005 -0.4018 -0.1130  0.25
H 0.9166 1.5762 -0.8372  0.24
H -0.8385 -0.0513 1.1702  0.42

=====

No. 5
The following is a quantum chemistry calculation of the ion C4H3Cl6N2 with charge +1, from OMol25.

Output
2S+1	1
energy	-82301.9382	eV
F_max	3.76	eV Å⁻¹
charge	+1

Last column: natural (NBO) charge in e.
CARTESIAN COORDINATES (ANGSTROEM)
C -0.7258 0.5290 0.0901  0.41
C -1.9034 -1.8054 -0.5332  0.07
C -2.5649 -0.9035 0.5548  0.02
C 0.9840 -0.8052 -1.2097  -0.26
N -0.1888 -0.4985 -0.4650  -0.42
N -1.9874 0.3562 0.4736  -0.62
Cl 0.0023 1.9654 0.2864  0.21
Cl -1.2859 -3.2853 -0.0769  0.25
Cl -2.3408 -1.5453 -2.1668  0.22
Cl -4.2993 -0.7470 -0.0011  0.06
Cl -2.4656 -1.6426 2.1629  0.09
Cl 1.2422 0.5875 -2.2268  0.03
H 0.6443 -1.7226 -1.7954  0.23
H 1.8657 -1.1696 -0.5577  0.26
H -2.3598 0.8666 1.2932  0.45

=====

No. 6
The following is a quantum chemistry calculation of a cluster of 2 separate species, C4H3ClF4N2O3S in total, from OMol25.

Output
2S+1	1
energy	-47541.1718	eV
F_max	6.95	eV Å⁻¹

Last column: natural (NBO) charge in e.
CARTESIAN COORDINATES (ANGSTROEM)
F -0.2923 0.3549 0.5551  -0.22
C 0.2847 -0.2209 1.7155  0.54
N 1.1964 0.4076 2.6633  -0.51
C 1.4740 -0.6107 3.6435  0.25
N 0.8471 -1.8894 3.4237  -0.50
C 0.0528 -1.6771 2.2131  0.06
Cl -1.0408 -2.9038 1.4023  0.13
H 1.5207 1.3868 2.6169  0.49
H 2.1378 -0.4895 4.5627  0.27
H 0.9345 -2.7479 3.9867  0.49
C -0.7535 0.8071 -2.5207  0.68
F -1.1925 1.7297 -1.6201  -0.35
F 0.5626 0.6078 -2.2352  -0.35
F -1.3822 -0.3550 -2.1966  -0.34
S -1.0436 1.3223 -4.2865  2.33
O -0.3005 2.5694 -4.4390  -0.99
O -2.4898 1.4851 -4.3959  -0.98
O -0.5153 0.2236 -5.0889  -0.99

=====

No. 7
The following is a quantum chemistry calculation of the molecule C4H3ClN2S, from OMol25.

Output
2S+1	1
structure (SMILES)	S/C=C1\C=C(Cl)N=N1
energy	-30531.8553	eV
F_max	4.98	eV Å⁻¹

Last column: natural (NBO) charge in e.
CARTESIAN COORDINATES (ANGSTROEM)
S -2.5213 1.6046 1.2248  0.18
C -1.9827 0.0882 0.8490  -0.30
C -0.7881 -0.3044 0.2410  0.00
C 0.4030 0.4968 -0.1834  -0.31
C 1.2213 -0.4047 -0.6888  0.07
Cl 2.8960 -0.2465 -1.1485  0.03
N 0.6824 -1.7071 -0.4651  -0.19
N -0.4989 -1.6749 -0.0185  -0.15
H -1.3080 2.2415 1.2670  0.14
H -2.5949 -0.8391 1.1080  0.27
H 0.6072 1.5341 -0.3692  0.24

=====

No. 8
The following is a quantum chemistry calculation of a structure of composition C4H3CrO6, from OMol25.

Output
2S+1	5
energy	-44890.9710	eV
F_max	5.66	eV Å⁻¹
charge	+1

Last column: natural (NBO) charge in e.
CARTESIAN COORDINATES (ANGSTROEM)
C 1.5830 0.9322 -0.4059  -0.35
C 0.9694 0.9252 0.7892  0.08
O -0.3632 0.5953 0.8550  -0.61
C -1.1988 0.9223 1.9724  0.95
O -0.7787 1.6138 2.8619  -0.45
O -2.3047 0.3417 1.7630  -0.67
H 0.9959 1.1623 -1.2976  0.22
H 1.4724 0.9447 1.7558  0.24
H 2.6715 0.9569 -0.4207  0.26
O 0.8290 -1.4462 -1.8420  -0.41
O -0.3114 -3.0274 -2.6269  -0.28
O -1.3835 -1.4568 -1.4731  -0.72
C -0.3302 -1.9521 -1.9728  0.90
Cr -1.8504 -0.5121 0.0416  1.83

=====

No. 9
The following is a quantum chemistry calculation of a structure of composition C4H3CsNaO2, from OMol25.

Output
2S+1	2
energy	-13236.1647	eV
F_max	5.43	eV Å⁻¹
charge	+2

Last column: natural (NBO) charge in e.
CARTESIAN COORDINATES (ANGSTROEM)
O -0.9463 -0.3623 0.0106  -0.52
C -1.7221 0.5844 -0.5484  0.02
C -0.7088 1.3785 -0.9249  -0.07
Cs -0.6564 -4.3511 1.8383  1.00
Na 0.1537 2.9293 0.9903  0.99
H -2.8027 0.6305 -0.4535  0.28
C 0.9623 0.7934 -0.8408  -0.43
C 0.7015 -0.2389 -0.0782  0.58
O 1.1372 -1.1917 0.7346  -0.67
H 1.8171 1.2548 -1.3201  0.29
H 2.0643 -1.4268 0.5921  0.53

=====

No. 10
The following is a quantum chemistry calculation of a structure of composition C4H3CsO3, from OMol25.

Output
2S+1	1
energy	-10882.6832	eV
F_max	4.33	eV Å⁻¹

Last column: natural (NBO) charge in e.
CARTESIAN COORDINATES (ANGSTROEM)
C -0.4006 1.4917 0.3782  0.22
O 0.7801 1.8287 0.5814  -0.81
O -1.2008 2.5858 0.1460  -0.57
C -2.5620 2.4339 0.2083  0.15
O -4.5249 0.0236 -0.5855  -0.51
C -3.9342 0.2950 -1.5492  0.52
C -3.2553 1.8939 1.2589  -0.52
Cs 2.8543 -1.3375 0.7932  0.97
H -3.0408 3.1836 -0.4281  0.17
H -2.7712 1.2384 1.9836  0.21
H -4.2299 2.3146 1.5132  0.20

=====

No. 11
The following is a quantum chemistry calculation of a structure of composition C4H3ErO2, from OMol25.

Output
2S+1	5
energy	-35898.1912	eV
F_max	8.56	eV Å⁻¹
charge	+1

Last column: natural (NBO) charge in e.
CARTESIAN COORDINATES (ANGSTROEM)
O 1.0949 1.9175 -1.2761  -0.52
C 1.1649 0.8533 -0.7824  0.71
C 1.1973 -0.2966 -0.1349  -0.54
C 0.0532 -1.2172 -0.0313  -0.26
C -1.1028 -0.8907 0.5865  0.09
H 2.1637 -0.5353 0.3163  0.29
H -2.1838 -0.6415 0.0203  0.30
H 0.1857 -2.2233 -0.4295  0.25
Er -1.1562 2.6294 0.9294  1.69
O -1.4170 0.4044 0.8016  -1.02

=====

No. 12
The following is a quantum chemistry calculation of the molecule C4H3F, from OMol25.

Output
2S+1	1
structure (SMILES)	F[C@]12[C@@H]3[C@H]1[C@@H]32
energy	-6908.1717	eV
F_max	3.11	eV Å⁻¹

Last column: natural (NBO) charge in e.
CARTESIAN COORDINATES (ANGSTROEM)
F -1.9670 -0.9666 0.1724  -0.27
C -0.7988 -0.3724 0.0468  0.38
C 0.5717 -0.5173 -0.4984  -0.28
C 0.3580 0.0806 0.8207  -0.29
C -0.0205 0.8672 -0.4441  -0.30
H 1.1936 -1.1565 -1.0396  0.25
H 0.6754 0.2293 1.8195  0.25
H -0.0124 1.8358 -0.8772  0.26

=====

No. 13
The following is a quantum chemistry calculation of a structure of composition C4H3FHgO6, from OMol25.

Output
2S+1	2
energy	-23358.9314	eV
F_max	6.02	eV Å⁻¹
charge	+1

Last column: natural (NBO) charge in e.
CARTESIAN COORDINATES (ANGSTROEM)
C -0.5396 -1.1131 -0.5064  0.91
C -1.2032 0.1123 -1.1134  -0.21
O -1.9878 0.9088 -0.2219  -0.43
C -1.4853 1.6271 0.7309  0.97
O -0.4167 1.4936 1.3216  -0.75
O -2.2921 2.5322 1.1724  -0.06
O -0.4135 -1.2257 0.7213  -0.70
F -0.9487 -2.2038 -1.1450  -0.25
H -1.8770 -0.1666 -1.9284  0.29
H -0.3895 0.7331 -1.5212  0.25
O 3.9686 -0.6491 -0.2370  -0.50
C 2.8390 -0.6795 0.1690  0.76
O 2.3493 -0.2757 1.2641  -0.91
Hg 0.6109 -0.0690 1.9444  1.74
H 1.7855 -1.0247 -0.6504  -0.10

=====

No. 14
The following is a quantum chemistry calculation of the ion C4H3FIO2 with charge -1, from OMol25.

Output
2S+1	1
structure (SMILES)	O=C([O-])[C@@H]1C[C@@]1(F)I
energy	-19109.0434	eV
F_max	4.90	eV Å⁻¹
charge	-1

Last column: natural (NBO) charge in e.
CARTESIAN COORDINATES (ANGSTROEM)
O -0.2922 -2.5626 1.1678  -0.73
C 0.1877 -1.4451 1.1460  0.73
O 0.8414 -0.8673 2.0561  -0.78
C 0.0235 -0.6509 -0.1678  -0.25
C 0.6958 0.6782 -0.4642  -0.53
C -0.7193 1.0529 -0.3259  0.26
F -1.1134 1.7199 0.7381  -0.33
I -2.0011 1.2770 -2.0633  0.01
H -0.2540 -0.9777 -1.0844  0.18
H 1.3972 0.9688 0.3562  0.26
H 1.2342 0.8069 -1.3587  0.20

=====

No. 15
The following is a quantum chemistry calculation of a cluster of 2 separate species, C4H3FS in total, from OMol25.

Output
2S+1	1
structure (SMILES)	C#CF.C#CS
energy	-17742.9333	eV
F_max	3.62	eV Å⁻¹

Last column: natural (NBO) charge in e.
CARTESIAN COORDINATES (ANGSTROEM)
C 0.6681 2.0450 -0.1187  -0.40
C 1.7621 1.5127 -0.1954  0.44
F 3.0651 1.3047 -0.2618  -0.26
H -0.3064 2.1691 0.3095  0.24
C -1.5085 -0.1704 -0.2575  -0.22
C -1.2402 -1.3565 -0.2638  -0.22
S -0.5390 -2.9301 -0.0865  0.09
H -1.1337 0.8041 -0.2053  0.21
H -0.7674 -3.3785 1.0795  0.13

=====

No. 16
The following is a quantum chemistry calculation of the molecule C4H3FS3, from OMol25.

Output
2S+1	1
structure (SMILES)	F[C@H]1C(=S)S[C@@H]1C=S
energy	-39415.8398	eV
F_max	4.27	eV Å⁻¹

Last column: natural (NBO) charge in e.
CARTESIAN COORDINATES (ANGSTROEM)
F 0.3860 -1.9750 1.1399  -0.40
C 0.3626 -0.9530 -0.0804  0.13
C -1.0831 -1.2518 -0.6331  -0.28
S -2.1235 -2.4612 -1.0146  0.14
S -1.6199 0.5022 -0.5096  0.31
C -0.0054 0.4683 0.4468  -0.45
C 0.6455 1.8070 0.0561  -0.24
S 1.6157 2.0485 -1.3484  0.05
H 1.2941 -1.2482 -0.6885  0.26
H 0.0768 0.5888 1.5892  0.27
H 0.4514 2.4745 1.0427  0.22

=====

No. 17
The following is a quantum chemistry calculation of a structure of composition C4H3GaO5, from OMol25.

Output
2S+1	2
energy	-66799.6117	eV
F_max	5.20	eV Å⁻¹
charge	+1

Last column: natural (NBO) charge in e.
CARTESIAN COORDINATES (ANGSTROEM)
O -1.6660 -2.3703 -3.3789  -0.31
C -0.9193 -2.5046 -2.4655  0.16
C 1.0875 2.3161 0.3476  0.38
C 0.0006 1.8695 1.2951  -0.19
O 0.2388 0.5305 1.7067  -0.43
C 0.2189 -0.4191 0.7856  0.97
O 0.4680 -0.1368 -0.4234  -0.74
O -0.1985 -1.5639 1.0973  -0.67
O 0.8260 2.7342 -0.7619  -0.46
H 2.1348 2.2488 0.7136  0.14
H -0.9691 1.9439 0.7815  0.22
H -0.0217 2.5414 2.1653  0.25
Ga -0.1814 -1.7783 -0.8157  1.66

=====

No. 18
The following is a quantum chemistry calculation of a structure of composition C4H3GdO, from OMol25.

Output
2S+1	9
energy	-27036.9731	eV
F_max	4.66	eV Å⁻¹
charge	+3

Last column: Löwdin spin population.
CARTESIAN COORDINATES (ANGSTROEM)
C -0.3498 -1.3809 -0.2618  0.18
C -1.6056 -0.8449 -0.5043  0.05
C -0.6533 -0.0391 -0.0227  0.04
H -2.6166 -1.0512 -0.8503  0.00
C 0.5449 1.1099 0.3771  0.17
O 1.7595 0.5739 0.2704  0.72
Gd 2.0883 -1.8156 -0.2116  6.72
H 0.3800 1.4155 1.4346  0.07
H 0.4526 2.0323 -0.2315  0.06

=====

No. 19
The following is a quantum chemistry calculation of a cluster of 2 separate species, C4H3I in total, from OMol25.

Output
2S+1	1
structure (SMILES)	C#CI.C#C
energy	-12292.1580	eV
F_max	2.84	eV Å⁻¹

Last column: natural (NBO) charge in e.
CARTESIAN COORDINATES (ANGSTROEM)
C 0.7858 1.8656 -0.8128  -0.25
C 1.4000 0.9071 -0.4501  -0.28
I 2.8367 -0.2237 0.4594  0.28
H 0.3961 2.6777 -1.4727  0.26
C -1.4496 -1.5637 0.0540  -0.23
C -1.3544 -1.0899 1.1611  -0.23
H -1.4816 -2.1260 -0.8743  0.24
H -1.1330 -0.4472 1.9356  0.23

=====

No. 20
The following is a quantum chemistry calculation of a cluster of 2 separate species, C4H3I in total, from OMol25.

Output
2S+1	1
energy	-12289.0083	eV
F_max	2.89	eV Å⁻¹

Last column: natural (NBO) charge in e.
CARTESIAN COORDINATES (ANGSTROEM)
C 1.6784 0.1970 -0.2307  -0.18
C 2.9024 0.2214 -0.0868  -0.46
C -0.9722 0.4514 -0.2379  0.09
C -1.6868 -0.4527 0.3793  -0.46
I -3.8613 -0.5052 0.2803  0.20
H -0.6230 1.2189 -0.8932  0.27
H 3.9636 0.3104 -0.1181  0.23
H -1.4012 -1.4412 0.9071  0.31